<1>
The following is a DFT calculation (ωB97M-V with the def2-TZVPD basis set) of the molecule C2H2N4OS.

SMILES ... [H]/N=c1/nnnc(S)o1
Multiplicity ... 1
E_LUMO ... -0.8 eV
Highest occupied orbital energy ... -10.2 eV
Kohn-Sham gap ... 9.41 eV

Each line ends with the natural charge from an NBO analysis.
Atoms and positions in Å:
H  -2.04935  -2.30877  0.01592  0.357
N  -2.42934  -1.35737  -0.00240  -0.601
C  -1.50676  -0.50439  0.00383  0.576
N  -1.81148  0.88605  -0.00218  -0.195
N  -0.90078  1.74247  0.00172  0.069
N  0.45913  1.38762  -0.00253  -0.408
C  0.72995  0.12614  0.00643  0.422
S  2.37005  -0.49067  -0.00079  0.083
O  -0.16962  -0.86956  -0.00400  -0.481
H  2.92357  0.77408  0.00478  0.178

<2>
The following is a DFT calculation (ωB97M-V with the def2-TZVPD basis set) of the molecule C2H2N4OS.

SMILES ... [H]/N=c1/nnnc(S)o1
Multiplicity ... 1
E_LUMO ... -0.9 eV
Highest occupied orbital energy ... -10.3 eV
Kohn-Sham gap ... 9.44 eV

Each line ends with the natural charge from an NBO analysis.
Atoms and positions in Å:
H  -1.84639  -2.19667  -0.04736  0.356
N  -2.21102  -1.28688  -0.00785  -0.586
C  -1.29060  -0.44502  -0.01516  0.584
N  -1.56976  0.93060  0.01359  -0.189
N  -0.69493  1.80388  0.01568  0.088
N  0.66531  1.42271  -0.05071  -0.418
C  0.99036  0.22039  -0.05107  0.435
S  2.65281  -0.40773  -0.00261  0.073
O  0.08963  -0.83646  0.01212  -0.505
H  3.21459  0.79518  0.13338  0.161

Most stable of them? <1>.

<1>
The following is a DFT calculation (ωB97M-V with the def2-TZVPD basis set) of the molecule C5H10N4.

SMILES ... [H]/N=C1/CCC(N(C)N)=N1
Multiplicity ... 1
E_LUMO ... 0.5 eV
Highest occupied orbital energy ... -8.4 eV
Kohn-Sham gap ... 8.93 eV

Each line ends with the natural charge from an NBO analysis.
Atoms and positions in Å:
H  3.50948  -0.96772  0.95258  0.334
N  2.76311  -0.97965  1.61922  -0.703
C  1.67654  -0.45460  1.20179  0.451
C  0.55020  -0.39988  2.27299  -0.480
C  -0.67914  -0.32515  1.33209  -0.475
C  -0.09296  0.04456  -0.07636  0.508
N  -0.79641  0.31905  -1.13038  -0.250
C  -0.10197  0.78654  -2.29956  -0.450
N  -2.21755  0.51151  -1.21214  -0.618
N  1.24402  0.05866  0.01762  -0.617
H  0.64531  -1.42816  2.77902  0.232
H  0.75534  0.31567  2.96798  0.226
H  -1.39110  0.44931  1.59611  0.229
H  -1.27432  -1.24472  1.26891  0.223
H  0.96395  0.43110  -2.23299  0.270
H  -0.55414  0.43791  -3.20341  0.195
H  -0.10214  1.89799  -2.42422  0.200
H  -2.62577  -0.42040  -1.26994  0.361
H  -2.27246  0.96799  -2.15932  0.365

<2>
The following is a DFT calculation (ωB97M-V with the def2-TZVPD basis set) of the molecule C5H10N4.

SMILES ... C[C@@H]1[C@@H]2N(N)N=N[C@]12C
Multiplicity ... 1
E_LUMO ... 0.9 eV
Highest occupied orbital energy ... -7.9 eV
Kohn-Sham gap ... 8.73 eV

Each line ends with the natural charge from an NBO analysis.
Atoms and positions in Å:
C  0.45525  1.10119  -1.63733  -0.628
C  -0.03084  0.89955  -0.22278  -0.247
C  0.43671  -0.19208  0.71038  -0.106
N  1.16959  -1.27476  0.14351  -0.123
N  2.48898  -1.58286  0.40433  -0.626
N  0.33511  -2.07169  -0.56100  0.012
N  -0.77898  -1.65094  -0.72923  -0.192
C  -0.92837  -0.26946  0.17925  0.043
C  -2.21999  -0.22097  0.95290  -0.621
H  0.42694  0.23712  -2.38051  0.236
H  1.47228  1.42072  -1.46564  0.213
H  0.04019  2.07740  -1.94170  0.219
H  -0.34391  1.94033  0.10955  0.227
H  0.82443  -0.03095  1.81030  0.198
H  2.48690  -2.58095  0.38532  0.372
H  2.69294  -1.16039  1.28188  0.357
H  -2.67526  -1.13460  1.18407  0.233
H  -2.74705  0.44941  0.31594  0.222
H  -2.12921  0.28845  1.98647  0.212

<3>
The following is a DFT calculation (ωB97M-V with the def2-TZVPD basis set) of the molecule C5H10N4.

SMILES ... CC1(C)NC=N/C1=N\N
Multiplicity ... 1
E_LUMO ... 0.9 eV
Highest occupied orbital energy ... -7.7 eV
Kohn-Sham gap ... 8.56 eV

Each line ends with the natural charge from an NBO analysis.
Atoms and positions in Å:
C  -0.34993  1.07399  1.49823  -0.607
C  0.19929  -0.09480  0.62131  0.064
C  1.71711  -0.02700  0.82482  -0.601
N  -0.49037  -1.37103  0.96209  -0.585
C  -1.15311  -1.83200  -0.09057  0.297
N  -1.00130  -1.12811  -1.19293  -0.544
C  -0.21242  -0.04476  -0.82601  0.297
N  0.15165  0.89564  -1.63834  -0.281
N  -0.52921  0.88909  -2.84321  -0.651
H  0.24194  1.94362  1.34891  0.226
H  -0.27058  0.92098  2.55057  0.204
H  -1.33759  1.28808  1.19855  0.217
H  2.17943  -0.67890  0.09728  0.220
H  1.96295  -0.27659  1.84594  0.207
H  2.12952  1.01732  0.67355  0.229
H  -0.84227  -1.39984  1.89093  0.399
H  -1.83569  -2.66370  -0.10028  0.203
H  0.02622  1.53076  -3.45867  0.350
H  -0.58563  -0.04277  -3.36216  0.357

Most stable of them? <3>.

<1>
The following is a DFT calculation (ωB97M-V with the def2-TZVPD basis set) of a cluster of 2 separate species, CH3N3S in total.

Multiplicity ... 1
E_LUMO ... -0.3 eV
Highest occupied orbital energy ... -8.8 eV
Kohn-Sham gap ... 8.51 eV

Each line ends with the natural charge from an NBO analysis.
Atoms and positions in Å:
C  1.60016  -0.73722  0.25161  -0.471
N  -1.36238  0.86131  0.11448  0.259
N  -0.76144  1.25435  0.97481  -0.089
N  -1.89340  0.60390  -0.91514  -0.556
S  2.15026  0.65520  -0.32129  0.100
H  1.97130  -1.17191  1.17260  0.189
H  0.83156  -1.30351  -0.26452  0.181
H  -2.53605  -0.16212  -1.01255  0.386

<2>
The following is a DFT calculation (ωB97M-V with the def2-TZVPD basis set) of the molecule CH3N3S.

Multiplicity ... 1
E_LUMO (alpha / beta) ... -0.8 / -0.8 eV
Highest occupied orbital energy (alpha / beta) ... -8.4 / -8.1 eV
Kohn-Sham gap (alpha / beta) ... 7.62 / 7.32 eV

Each line ends with the natural charge from an NBO analysis.
Atoms and positions in Å:
C  -0.14213  0.54883  -0.13243  -0.212
N  -0.88720  1.68900  0.28729  -0.278
N  -2.74281  0.86248  -0.19282  -0.646
N  -0.83568  -0.69174  0.21770  -0.829
S  -2.52141  -0.56397  -0.00161  1.125
H  0.00524  0.52071  -1.18434  0.163
H  0.54354  0.67784  0.70142  0.285
H  -0.41656  -1.54204  -0.05836  0.391

Most stable of them? <1>.

<1>
The following is a DFT calculation (ωB97M-V with the def2-TZVPD basis set) of the molecule C5H8N2O3.

SMILES ... NC1=C(O)OC(=O)NCC1
Multiplicity ... 1
E_LUMO ... 0.7 eV
Highest occupied orbital energy ... -7.4 eV
Kohn-Sham gap ... 8.14 eV

Each line ends with the natural charge from an NBO analysis.
Atoms and positions in Å:
N  -2.28392  1.02354  -0.05687  -0.839
C  -1.01863  0.57376  -0.38815  0.031
C  -0.52409  0.07252  -1.54749  0.534
O  -1.35932  -0.07699  -2.60739  -0.716
O  0.81489  -0.43006  -2.00850  -0.677
C  2.25781  -0.78177  -1.74013  0.944
O  3.05147  -1.04896  -2.58482  -0.552
N  2.40142  -0.65337  -0.38468  -0.641
C  1.19399  -0.72946  0.54485  -0.216
C  0.19411  0.50786  0.67414  -0.425
H  -3.06567  0.49651  -0.55198  0.409
H  -2.35008  1.30950  0.94731  0.394
H  -1.12690  -0.63771  -3.33118  0.506
H  3.21621  -1.04465  -0.04759  0.393
H  1.62484  -0.75813  1.66113  0.208
H  0.81667  -1.75904  0.47242  0.211
H  -0.20523  0.52982  1.68876  0.210
H  0.76576  1.41772  0.52738  0.226

<2>
The following is a DFT calculation (ωB97M-V with the def2-TZVPD basis set) of a structure of composition C5H8N2O3.

Multiplicity ... 1
E_LUMO ... 0.5 eV
Highest occupied orbital energy ... -8.1 eV
Kohn-Sham gap ... 8.64 eV

Each line ends with the natural charge from an NBO analysis.
Atoms and positions in Å:
N  -1.19771  -3.72374  -1.87642  -0.822
C  -2.39318  -3.96788  -1.19841  0.051
C  -3.53238  -4.58663  -1.62728  0.026
O  -4.45516  -4.60695  -0.62993  -0.400
C  -3.94352  -3.93746  0.42730  0.071
C  -2.72587  -3.41681  0.09273  0.016
N  -1.88308  -2.55710  0.81550  -0.824
C  -1.97898  -2.03705  2.81947  0.655
O  -2.86817  -2.53851  3.47697  -0.549
H  -0.37038  -4.02366  -1.37036  0.370
H  -1.18012  -4.09988  -2.81701  0.380
H  -3.86844  -4.88421  -2.61523  0.200
H  -4.51871  -3.93167  1.34611  0.218
H  -0.92017  -2.56451  0.49000  0.377
H  -0.90893  -2.07052  3.10527  0.155
H  -2.14085  -1.16283  0.87605  0.495
O  -2.25921  -0.36663  2.14107  -0.889
H  -1.43707  0.15969  2.29189  0.471

Most stable of them? <1>.